The following is a quantum chemistry calculation of the molecule C4H8O2 at a distorted geometry, from OMol25.

Each line ends with the natural charge from an NBO analysis.
Element x y z (Å)
C -0.521 -1.200 -1.777  -0.255
O 0.338 -0.702 -0.779  -0.519
C -0.428 -0.258 0.266  -0.027
C 0.291 0.507 1.375  -0.589
C 1.452 1.385 1.097  0.433
O 2.170 1.877 1.941  -0.533
H 0.116 -1.604 -2.558  0.202
H -1.161 -0.397 -2.181  0.170
H -1.170 -1.989 -1.369  0.169
H -1.065 -1.015 0.741  0.187
H -1.237 0.517 -0.181  0.114
H 0.258 0.105 2.399  0.242
H -0.598 1.118 0.996  0.298
H 1.554 1.655 0.029  0.108

Highest occupied orbital energy   -9.68 eV
Energy relative to the best compared isomer or geometry (same formula, charge and spin)   3.501 eV
LUMO level   0.76 eV
SMILES   COCCC=O
Kohn-Sham gap   10.45 eV



The following is a quantum chemistry calculation of a cluster of 2 separate species, C3H3N3O in total at a distorted geometry, from OMol25.

Each line ends with the natural charge from an NBO analysis.
Element x y z (Å)
O -0.121 -1.685 -2.317  -0.460
C 0.226 -1.110 -1.416  0.492
N -1.400 -0.024 0.483  -0.278
C -0.373 -0.389 1.175  0.175
N 0.793 0.320 0.856  -0.670
C 0.248 1.286 -0.001  0.178
N -0.990 1.075 -0.292  -0.280
H 1.091 -0.318 0.065  0.418
H -0.348 -1.213 1.879  0.213
H 0.875 2.057 -0.431  0.212

Highest occupied orbital energy   -10.61 eV
Energy relative to the best compared isomer or geometry (same formula, charge and spin)   2.320 eV
LUMO level   0.75 eV
Kohn-Sham gap   11.36 eV



The following is a quantum chemistry calculation of a cluster of 2 separate species, C9H7ClINOS in total at a distorted geometry, from OMol25.

Each line ends with the natural charge from an NBO analysis.
Element x y z (Å)
C 0.649 -2.217 -1.046  0.266
C 1.294 1.770 1.083  -0.197
C 0.341 2.773 0.856  -0.159
C 0.940 0.475 0.929  -0.176
C -0.922 2.477 0.417  -0.268
C -0.340 0.131 0.551  -0.333
C -1.221 1.173 0.291  -0.067
C -1.767 -2.841 -1.220  -0.260
C -0.738 -2.176 -0.715  -0.380
N 1.717 -1.939 -1.444  -0.281
O 0.069 -2.191 1.678  -0.955
S -1.018 -1.539 0.899  1.329
Cl 2.703 0.768 -1.600  -0.241
I -3.222 0.689 -0.284  0.116
H 2.271 1.985 1.242  0.217
H 0.646 3.800 0.671  0.221
H 1.750 -0.254 1.119  0.239
H -1.591 3.200 0.159  0.226
H 2.748 0.049 -0.598  0.256
H -1.572 -3.242 -2.222  0.219
H -2.738 -2.891 -0.764  0.229

Highest occupied orbital energy   -9.40 eV
Energy relative to the best compared isomer or geometry (same formula, charge and spin)   0.042 eV
LUMO level   -0.42 eV
Kohn-Sham gap   8.98 eV



The following is a quantum chemistry calculation of a structure of composition C17H27AlBrF3N2O4PS at a distorted geometry, from OMol25.

Each line ends with the natural charge from an NBO analysis.
Element x y z (Å)
C -3.916 -3.692 -0.285  -0.469
C -3.315 -2.593 -1.018  -0.156
C -2.196 -1.610 -0.390  0.190
C -2.867 -1.163 1.005  -0.443
C -4.366 -0.578 0.861  -0.470
C -4.487 0.840 1.643  0.271
F -5.259 0.948 2.864  -0.348
C -3.845 2.026 1.185  0.647
F -3.518 3.033 2.156  -0.323
F -3.503 2.286 -0.167  -0.300
O -2.261 -0.358 -1.160  -0.986
Al -0.698 0.667 -0.860  2.005
C -0.145 1.913 -2.381  -1.054
C 1.418 1.832 -2.770  -0.394
C 2.342 2.716 -1.755  -0.417
C 3.505 1.746 -1.193  -0.420
C 4.161 2.311 0.173  -0.058
O 3.284 1.958 1.277  -0.551
C 3.987 1.947 2.539  -0.062
C 3.495 0.638 3.369  -0.640
N -0.485 1.499 0.863  -0.833
C -0.423 2.771 0.782  0.233
S -0.547 4.453 0.784  -0.184
O 0.288 -0.934 -0.613  -0.987
C -0.646 -2.059 -0.436  -0.084
C -0.258 -2.963 -1.750  -0.243
N 0.088 -4.386 -1.409  -0.858
P 0.112 -3.048 1.000  1.048
O 1.842 -3.178 0.795  -0.981
Br -0.087 -1.921 2.989  -0.292
H -4.389 -3.556 0.760  0.208
H -3.970 -4.723 -0.779  0.204
H -3.659 -2.347 -2.097  0.217
H -2.804 -2.060 1.740  0.220
H -2.228 -0.336 1.472  0.255
H -5.072 -1.313 1.410  0.228
H -4.686 -0.365 -0.216  0.266
H -0.749 1.624 -3.331  0.217
H -0.378 3.033 -2.182  0.226
H 1.582 2.298 -3.820  0.180
H 1.802 0.742 -2.811  0.196
H 1.727 3.224 -0.935  0.229
H 2.872 3.557 -2.354  0.189
H 4.344 1.754 -1.977  0.191
H 3.152 0.671 -1.003  0.229
H 5.209 1.824 0.298  0.156
H 4.344 3.457 0.120  0.164
H 5.127 1.917 2.458  0.163
H 3.695 2.859 3.188  0.167
H 2.351 0.580 3.381  0.240
H 3.886 -0.290 2.810  0.210
H 3.913 0.626 4.442  0.195
H -1.095 -2.993 -2.531  0.204
H 0.653 -2.477 -2.277  0.212
H -0.455 -5.072 -1.952  0.366
H 1.064 -4.513 -1.750  0.348
H 2.066 -3.225 -0.160  0.483

Highest occupied orbital energy   -4.88 eV
LUMO level   2.60 eV
Total charge   -1
Kohn-Sham gap   7.48 eV



The following is a quantum chemistry calculation of a cluster of 2 separate species, Cl3H2N3 in total at a distorted geometry, from OMol25.

Each line ends with the natural charge from an NBO analysis.
Element x y z (Å)
N -0.422 -1.230 0.363  -0.561
N 0.510 -0.549 0.947  -0.198
N 0.238 1.695 -0.166  -0.362
Cl 2.034 -0.985 0.448  0.119
Cl -1.261 2.072 0.471  0.173
Cl 0.156 1.129 -1.820  0.099
H -0.159 -1.646 -0.482  0.353
H -1.096 -0.486 0.240  0.376

Highest occupied orbital energy (alpha / beta)   -9.95 / -8.32 eV
Energy relative to the best compared isomer or geometry (same formula, charge and spin)   1.823 eV
LUMO level (alpha / beta)   -0.04 / -1.44 eV
Kohn-Sham gap (alpha / beta)   9.91 / 6.87 eV



The following is a quantum chemistry calculation of a structure of composition C26H26BrN4O5SZr, from OMol25.

Each line ends with the natural charge from an NBO analysis.
Element x y z (Å)
Zr 0.373 -0.567 -0.445  2.254
C 5.287 0.559 3.234  -0.618
C 5.019 -0.908 2.922  -0.221
N 3.596 -1.203 2.791  -0.553
C 2.877 -0.968 1.693  0.344
S 1.161 -1.329 1.812  -0.275
N 3.496 -0.486 0.643  -0.439
N 2.714 -0.324 -0.459  -0.355
C 3.311 0.129 -1.515  0.290
C 4.749 0.516 -1.531  -0.688
C 2.482 0.203 -2.730  0.174
C 2.965 0.607 -3.963  -0.213
C 2.112 0.614 -5.056  -0.112
C 0.797 0.212 -4.895  -0.236
C 0.385 -0.184 -3.635  0.105
N 1.203 -0.185 -2.583  -0.540
H 6.361 0.732 3.293  0.225
H 4.840 0.850 4.184  0.213
H 4.876 1.190 2.446  0.213
H 5.401 -1.555 3.710  0.213
H 5.504 -1.189 1.989  0.218
H 3.084 -1.498 3.606  0.416
H 5.067 0.773 -0.526  0.271
H 4.918 1.361 -2.196  0.233
H 5.364 -0.320 -1.873  0.256
H 3.997 0.905 -4.074  0.241
H 2.473 0.926 -6.026  0.242
H 0.105 0.195 -5.723  0.246
H -0.625 -0.527 -3.455  0.224
C -4.484 -5.076 -0.868  -0.258
O -5.026 -3.782 -0.639  -0.487
C -4.197 -2.709 -0.627  0.310
C -4.606 -1.599 -0.001  -0.285
C -3.853 -0.346 -0.233  0.065
C -2.379 -0.515 -0.547  0.077
C -1.912 1.006 -0.596  0.258
C -2.586 2.028 -1.470  -0.655
O -0.512 1.163 -0.636  -0.849
C -2.002 -1.785 -1.217  0.340
O -0.667 -1.949 -1.435  -0.834
C -2.878 -2.791 -1.274  -0.303
H -5.295 -5.773 -0.677  0.215
H -3.659 -5.292 -0.186  0.181
H -4.154 -5.199 -1.902  0.176
H -5.565 -1.557 0.496  0.243
H -4.334 0.199 -1.053  0.203
H -3.646 2.129 -1.253  0.235
H -2.455 1.769 -2.522  0.225
H -2.105 2.988 -1.289  0.250
H -2.523 -3.740 -1.650  0.242
Br -0.865 4.823 5.319  0.089
C -1.316 3.577 3.973  -0.066
C -0.336 2.736 3.472  -0.226
C -0.665 1.824 2.483  -0.183
C -1.967 1.746 2.004  -0.047
C -2.942 2.593 2.525  -0.176
C -2.620 3.513 3.509  -0.232
C -2.348 0.831 0.903  0.499
O -3.713 0.552 0.892  -0.491
O -1.721 -0.535 0.809  -0.577
H 0.673 2.793 3.856  0.231
H 0.099 1.155 2.120  0.217
H -3.957 2.523 2.160  0.241
H -3.375 4.170 3.918  0.240

Highest occupied orbital energy   -10.63 eV
Energy relative to the best compared isomer or geometry (same formula, charge and spin)   4.816 eV
LUMO level   -3.98 eV
Total charge   +1
Kohn-Sham gap   6.65 eV